Below is 2 unconnected molecules or ions with the total composition C5H15NO in a non-equilibrium geometry, with properties calculated with the ωB97M-V functional and the def2-TZVPD basis.

Results
E_tot, a.u.: -329.481515
Highest occupied orbital energy, Ha: -0.341
Energy relative to the best compared isomer or geometry (same formula, charge and spin), eV: 0.7099

```
! wB97M-V def2-TZVPD RIJCOSX def2/J DEFGRID3
* xyz 0 1
C -1.21 -1.04 -0.25
C -1.25 0.09 0.88
C -1.88 -0.50 -1.52
C -0.33 -0.23 2.06
O 0.07 -1.52 -0.50
H 0.67 -0.73 -0.76
H -1.78 -1.89 0.14
H -1.04 1.09 0.49
H -2.28 0.12 1.23
H -2.88 -0.15 -1.30
H -1.29 0.32 -1.93
H -1.93 -1.29 -2.26
H -0.63 0.33 2.95
H -0.37 -1.29 2.29
H 0.71 0.02 1.83
C 2.68 0.83 -0.17
N 1.44 0.81 -0.94
H 1.58 1.22 -1.86
H 0.71 1.34 -0.45
H 2.53 0.27 0.75
H 3.46 0.33 -0.75
H 3.02 1.84 0.09
*
```

Atom charges from the natural (NBO) analysis, given in e for atoms 1 to 4:
1. C 0.117
2. C -0.422
3. C -0.630
4. C -0.607

=====

Below is a molecular structure, C45H45CsN9O2P2S2, with properties calculated with the ωB97M-V functional and the def2-TZVPD basis.

Results
E_tot, a.u.: -3884.448555
Highest occupied orbital energy, Ha: -0.122
Energy relative to the best compared isomer or geometry (same formula, charge and spin), eV: 1.3292

```
! wB97M-V def2-TZVPD RIJCOSX def2/J DEFGRID3
* xyz -1 1
Cs 0.82 -0.18 0.35
N 3.19 -0.95 -4.10
C 2.46 -0.51 -3.03
N 1.38 -1.03 -2.61
C 0.86 -2.16 -3.26
N -0.25 -2.70 -2.94
N -0.90 -2.20 -1.83
C -2.03 -1.66 -2.08
C -2.88 -1.05 -1.04
C -4.02 -0.38 -1.46
C -4.76 0.34 -0.54
C -4.33 0.35 0.77
C -3.21 -0.39 1.11
N -2.50 -1.10 0.24
C 1.63 -2.74 -4.38
C 1.24 -3.89 -5.04
C 1.99 -4.40 -6.09
C 3.15 -3.74 -6.49
C 3.56 -2.59 -5.84
C 2.80 -2.10 -4.78
H 4.04 -0.48 -4.35
H 2.87 0.36 -2.52
H -2.38 -1.56 -3.11
H -4.28 -0.37 -2.51
H -5.62 0.91 -0.85
H -4.83 0.94 1.53
H -2.86 -0.40 2.14
H 0.33 -4.38 -4.71
H 1.67 -5.30 -6.60
H 3.74 -4.13 -7.31
H 4.46 -2.08 -6.15
S -1.52 1.99 -1.32
P -1.08 2.92 0.41
C -0.72 2.00 1.73
P 0.32 2.19 3.01
S 2.01 1.09 3.17
C 0.81 3.93 3.37
C 2.11 4.38 3.15
C 2.44 5.71 3.36
C 1.48 6.61 3.82
C 0.19 6.17 4.05
C -0.15 4.84 3.83
C -0.60 1.80 4.56
C 0.00 1.95 5.81
C -0.70 1.65 6.97
C -2.01 1.18 6.89
C -2.61 1.02 5.65
C -1.91 1.34 4.49
C 0.20 4.18 -0.04
C 1.27 3.75 -0.81
C 2.32 4.60 -1.12
C 2.29 5.92 -0.67
C 1.22 6.36 0.09
C 0.18 5.49 0.41
C -2.53 4.03 0.73
C -3.07 4.83 -0.27
C -4.16 5.65 -0.01
C -4.75 5.65 1.25
C -4.23 4.85 2.25
C -3.12 4.04 1.99
H 2.85 3.67 2.81
H 3.45 6.05 3.17
H 1.74 7.65 3.98
H -0.57 6.86 4.41
H -1.16 4.50 4.01
H 1.03 2.29 5.86
H -0.23 1.78 7.93
H -2.55 0.94 7.80
H -3.63 0.66 5.59
H -2.35 1.24 3.51
H 1.24 2.73 -1.19
H 3.15 4.26 -1.73
H 3.10 6.60 -0.91
H 1.19 7.38 0.45
H -0.64 5.84 1.02
H -2.63 4.81 -1.26
H -4.57 6.27 -0.80
H -5.60 6.29 1.45
H -4.67 4.84 3.24
H -2.69 3.41 2.75
N -0.29 -2.18 2.28
C -0.47 -3.40 1.52
C -1.42 -4.39 2.19
C -1.67 -5.69 1.41
C -1.61 -6.90 2.33
N -0.29 -6.94 2.93
C 0.01 -7.89 3.72
N 1.32 -8.05 4.16
N -0.85 -8.88 4.13
C 0.94 -3.93 1.21
O 1.40 -5.00 1.87
O 1.65 -3.37 0.41
H -0.02 -2.33 3.25
H -1.12 -1.60 2.25
H -0.87 -3.10 0.55
H -2.36 -3.86 2.36
H -1.03 -4.63 3.19
H -0.91 -5.82 0.63
H -2.63 -5.65 0.89
H -1.82 -7.83 1.78
H -2.39 -6.80 3.10
H 0.70 -5.55 2.32
H 1.91 -7.29 3.85
H 1.43 -8.25 5.15
H -1.84 -8.67 4.12
H -0.54 -9.55 4.80
*
```

Atom charges from the Mulliken analysis, given in e for atoms 1 to 4:
1. Cs 1.849
2. N 0.058
3. C -0.571
4. N 0.130

=====

Below is a molecular structure, C30H24N9O2SSeTi in a non-equilibrium geometry, with properties calculated with the ωB97M-V functional and the def2-TZVPD basis.

Results
E_tot, a.u.: -5450.194019
<S²>: 2.042
Highest occupied orbital energy (alpha / beta), Ha: -0.092 / -0.183
Energy relative to the best compared isomer or geometry (same formula, charge and spin), eV: 1.3904

```
! wB97M-V def2-TZVPD RIJCOSX def2/J DEFGRID3
* xyz -1 3
Ti -0.08 -0.03 0.19
C -0.56 -0.89 3.25
N -0.99 -0.20 2.03
C -2.05 0.53 2.11
C -2.61 1.00 0.90
C -3.87 1.53 0.58
C -3.99 1.41 -0.81
C -2.81 0.81 -1.26
N -1.96 0.59 -0.25
C -1.45 -2.05 3.67
C -1.20 -2.65 4.90
C -1.97 -3.71 5.35
C -3.01 -4.19 4.56
C -3.26 -3.60 3.33
C -2.49 -2.54 2.89
H -0.50 -0.18 4.07
H 0.44 -1.27 3.08
H -2.54 0.70 3.06
H -4.59 1.93 1.27
H -4.83 1.70 -1.42
H -2.54 0.55 -2.28
H -0.38 -2.28 5.51
H -1.76 -4.17 6.31
H -3.62 -5.02 4.91
H -4.07 -3.98 2.71
H -2.68 -2.11 1.92
Se -1.29 1.57 -7.31
N -0.03 0.80 -6.29
C -0.17 1.30 -5.10
C 0.67 0.97 -3.96
C 1.88 0.32 -4.11
C 2.69 0.09 -3.01
C 2.15 0.32 -1.74
N 0.96 0.88 -1.53
C 0.31 1.42 -2.65
C -0.62 2.48 -2.51
N -0.74 3.10 -1.29
C -1.60 4.08 -1.16
C -2.40 4.58 -2.21
C -2.27 4.00 -3.44
C -1.39 2.94 -3.63
C -1.23 2.30 -4.92
N -1.95 2.58 -5.97
H 2.19 0.02 -5.11
H 3.68 -0.32 -3.10
H 2.70 0.02 -0.86
H -1.66 4.54 -0.18
H -3.08 5.40 -2.03
H -2.85 4.34 -4.29
S -0.91 -2.25 -0.51
C 0.43 -3.29 -0.98
C 0.21 -4.67 -1.13
C 1.26 -5.50 -1.49
C 2.52 -4.95 -1.69
C 2.65 -3.58 -1.52
N 1.64 -2.77 -1.18
H -0.79 -5.06 -0.96
H 1.10 -6.56 -1.60
H 3.37 -5.56 -1.97
H 3.62 -3.10 -1.66
N 0.52 1.97 1.09
N 1.44 1.66 2.11
C 2.12 0.44 1.99
O 3.10 0.25 2.68
O 1.56 -0.40 1.15
H 0.88 2.56 0.35
H -0.31 2.40 1.46
H 2.01 2.41 2.46
*
```

Atom charges from the natural (NBO) analysis, given in e for atoms 1 to 4:
1. Ti 1.543
2. C -0.269
3. N -0.579
4. C 0.147